The following is a DFT calculation (ωB97M-V with the def2-TZVPD basis set) of one molecule with the formula C19H22BrN7 in a non-equilibrium geometry.

Cartesian coordinates (Å):
Br1 3.72 1.93 -0.40
N1 -3.67 -0.74 -0.42
N2 5.82 -1.18 -2.08
N3 3.60 -1.94 -1.88
C1 -2.75 0.19 -0.36
C2 -4.66 -0.28 -1.25
C3 -4.30 0.95 -1.79
C4 4.86 -2.12 -2.25
C5 5.42 -0.08 -1.50
C6 3.22 -0.78 -1.34
C7 -2.61 0.60 4.50
C8 -2.98 -0.57 3.84
C9 -1.75 1.50 3.86
C10 -2.59 -0.74 2.49
C11 -1.35 1.31 2.54
C12 4.14 0.23 -1.11
C13 -1.79 0.20 1.84
N4 6.36 0.87 -1.56
N5 -3.12 1.28 -1.18
N6 1.92 -0.63 -0.86
N7 -0.64 -1.19 0.27
C14 -2.32 2.48 -1.50
C15 -1.44 0.04 0.41
C16 1.70 -0.40 0.58
C17 0.73 -0.74 -1.76
C18 0.57 -1.33 1.11
C19 -0.33 -1.68 -1.09
H1 -5.65 -0.75 -1.43
H2 -4.88 1.54 -2.50
H3 5.15 -3.11 -2.62
H4 -2.93 0.86 5.50
H5 -3.64 -1.31 4.31
H6 -1.46 2.39 4.44
H7 -2.89 -1.64 1.96
H8 -0.76 2.08 2.03
H9 7.04 0.66 -2.27
H10 5.84 1.74 -1.61
H11 -1.31 2.17 -1.78
H12 -2.32 3.13 -0.62
H13 -2.70 3.04 -2.40
H14 -0.79 0.84 0.05
H15 1.44 0.63 0.83
H16 2.61 -0.62 1.13
H17 1.04 -1.19 -2.70
H18 0.31 0.26 -1.90
H19 0.38 -1.13 2.18
H20 0.94 -2.37 1.09
H21 -1.20 -1.70 -1.73
H22 0.04 -2.68 -1.06

SMILES: Cn1ccnc1[C@@H](c1ccccc1)N1CCN(c2ncnc(N)c2Br)CC1
2S+1: 1
HOMO-LUMO gap (eV): 8.22
Electronic energy (hartree): -3694.49259
ΔE to the lowest compared entry with this formula, charge and spin (kJ/mol): 47.7

Charges obtained by Mulliken population analysis, quoted in units of e:
1 Br -0.167
2 N -0.557
3 N -0.668
4 N -0.641
5 C -0.614
6 C -0.671
7 C -0.157
8 C -0.337
9 C 1.168
10 C 0.384
11 C -0.329
12 C -0.910
13 C -0.743
14 C -0.004
15 C -0.108
16 C -0.560
17 C -0.532
18 N -0.506
19 N 0.263
20 N 0.589
21 N 0.066
22 C -0.710
23 C 0.832
24 C -0.560
25 C -0.362
26 C -1.376
27 C -1.039
28 H 0.370
29 H 0.401
30 H 0.390
31 H 0.384
32 H 0.356
33 H 0.366
34 H 0.409
35 H 0.337
36 H 0.289
37 H 0.123
38 H 0.228
39 H 0.255
40 H 0.312
41 H 0.742
42 H 0.274
43 H 0.623
44 H 0.494
45 H 0.054
46 H 0.442
47 H 0.425
48 H 0.449
49 H 0.526